{"formula": "H2LiO", "method": "ωB97M-V with the def2-TZVPD basis set", "total_charge": 1, "molar_mass_g_mol": 24.96, "e_homo_ev": -18.1, "de_lowest_ev": 0.108, "homo_lumo_gap_ev": 13.0, "e_lumo_ha": -0.18568, "spin_multiplicity": 1, "symbols": ["O", "H", "H", "Li"], "xyz": [[-0.03, -0.13, -0.21], [-0.10, -1.04, -0.56], [0.85, 0.19, -0.52], [-0.72, 0.99, 1.29]]}